{
  "formula": "C24H31N5O2",
  "method": "ωB97M-V/def2-TZVPD",
  "species": ["C", "C", "C", "C", "C", "C", "O", "C", "C", "O", "N", "C", "C", "C", "C", "C", "C", "N", "C", "C", "C", "N", "C", "C", "N", "C", "C", "C", "N", "C", "C", "H", "H", "H", "H", "H", "H", "H", "H", "H", "H", "H", "H", "H", "H", "H", "H", "H", "H", "H", "H", "H", "H", "H", "H", "H", "H", "H", "H", "H", "H", "H"],
  "xyz": [[-6.333765, 1.746874, -2.448837], [-5.145865, 2.641008, -2.263488], [-5.020407, 3.413299, -1.111934], [-3.919013, 4.225633, -0.934132], [-2.918686, 4.290872, -1.891520], [-3.038307, 3.528005, -3.044084], [-2.113521, 3.491786, -4.060467], [-1.011834, 4.364435, -3.990792], [0.006373, 4.015844, -2.892123], [0.764826, 4.854174, -2.453990], [-0.054704, 2.714702, -2.536911], [0.652790, 2.018029, -1.546785], [1.703650, 2.617232, -0.838983], [2.393923, 1.927395, 0.135816], [2.014800, 0.620608, 0.392939], [0.956954, 0.006943, -0.319282], [0.268899, 0.708847, -1.297621], [0.788780, -1.276518, 0.129731], [1.683048, -1.447806, 1.060230], [1.869314, -2.693191, 1.849504], [1.031556, -3.843429, 1.254919], [0.993142, -5.094331, 1.962713], [2.210436, -5.863741, 2.067503], [3.009973, -5.603355, 3.351664], [2.158425, -5.827875, 4.504678], [2.887658, -5.717720, 5.746849], [1.019025, -4.931336, 4.461832], [0.216756, -5.180213, 3.177203], [2.460012, -0.336537, 1.274030], [3.527683, -0.208125, 2.222676], [-4.150002, 2.706829, -3.220955], [-7.255781, 2.292431, -2.256463], [-6.366622, 1.345351, -3.458078], [-6.287539, 0.914158, -1.747236], [-5.790389, 3.372085, -0.355898], [-3.826009, 4.819905, -0.037314], [-2.062962, 4.924944, -1.721946], [-1.322716, 5.407910, -3.862753], [-0.508250, 4.273618, -4.958882], [-0.762381, 2.164904, -3.010662], [1.965849, 3.636483, -1.065992], [3.201305, 2.404717, 0.670744], [-0.540428, 0.243623, -1.838448], [2.930473, -2.958596, 1.857561], [1.560724, -2.501593, 2.882164], [0.005012, -3.486631, 1.148597], [1.406793, -4.045129, 0.247542], [1.926642, -6.922975, 2.068160], [2.833762, -5.671601, 1.192630], [3.423463, -4.577344, 3.353651], [3.847771, -6.303924, 3.399490], [2.216288, -5.941200, 6.574909], [3.316415, -4.713476, 5.905115], [3.699018, -6.444406, 5.749388], [1.338200, -3.873420, 4.524747], [0.382474, -5.139750, 5.325697], [-0.182457, -6.200100, 3.233957], [-0.619418, -4.481811, 3.118993], [4.380440, -0.831503, 1.938403], [3.850412, 0.830292, 2.258406], [3.192152, -0.506833, 3.218271], [-4.213537, 2.124315, -4.127597]],
  "atomic_forces_ev_per_a": [[0.0, 0.0, 0.0], [0.1, 0.1, 0.0], [0.0, 0.1, 0.1], [-0.1, -0.1, 0.0], [0.3, 0.1, -0.3], [-0.2, 0.0, 0.1], [-0.2, -0.2, 0.0], [0.2, 0.3, 0.0], [-0.4, -0.1, -0.3], [0.1, 0.2, 0.0], [-0.3, -0.3, -0.3], [0.2, -0.1, 0.2], [0.1, 0.2, 0.0], [0.1, -0.1, 0.1], [-0.5, 0.1, -0.5], [0.6, 0.5, 0.3], [0.2, 0.1, 0.1], [-0.3, -0.5, -0.1], [0.1, 0.2, 0.0], [-0.1, -0.2, 0.0], [0.0, 0.2, 0.0], [0.1, 0.0, 0.1], [0.1, 0.0, 0.1], [-0.1, -0.2, -0.2], [0.0, 0.1, 0.0], [0.0, 0.0, 0.0], [-0.2, -0.1, -0.1], [0.0, 0.0, 0.2], [-0.3, -0.2, -0.1], [0.3, -0.1, 0.2], [0.2, 0.1, 0.0], [-0.1, 0.0, 0.0], [-0.1, -0.1, -0.1], [-0.1, -0.1, 0.0], [-0.1, 0.0, 0.1], [0.0, 0.0, 0.1], [0.1, 0.1, 0.0], [0.1, -0.1, 0.1], [0.0, 0.1, 0.2], [0.1, 0.2, 0.0], [0.0, 0.0, 0.0], [0.1, 0.1, 0.0], [-0.1, -0.1, -0.1], [0.0, 0.0, 0.1], [0.1, 0.0, 0.0], [0.1, 0.0, -0.1], [-0.1, 0.1, 0.0], [0.2, 0.0, 0.0], [0.0, 0.0, 0.0], [0.0, 0.0, 0.0], [0.0, 0.0, 0.0], [0.0, 0.0, 0.1], [0.0, 0.0, 0.0], [0.1, 0.0, 0.1], [0.0, -0.1, 0.0], [0.0, 0.1, 0.0], [-0.1, 0.1, 0.1], [0.0, 0.0, 0.0], [0.0, 0.1, 0.1], [0.0, 0.0, 0.0], [0.1, 0.1, 0.0], [0.0, -0.1, -0.1]],
  "smiles": "Cc1cccc(OCC(=O)Nc2ccc3c(c2)nc(CCN2CCN(C)CC2)n3C)c1",
  "relative_energy_kcal_mol": 26.2,
  "homo_lumo_gap_ev": 8.53,
  "e_tot_ev": -36937.297
}

{
  "formula": "C24H31N5O3S",
  "method": "ωB97M-V/def2-TZVPD",
  "species": ["C", "C", "C", "C", "C", "N", "C", "O", "C", "C", "C", "C", "C", "S", "N", "C", "C", "C", "C", "C", "O", "C", "O", "C", "N", "N", "N", "C", "C", "C", "C", "C", "C", "H", "H", "H", "H", "H", "H", "H", "H", "H", "H", "H", "H", "H", "H", "H", "H", "H", "H", "H", "H", "H", "H", "H", "H", "H", "H", "H", "H", "H", "H", "H"],
  "xyz": [[1.266777, 1.986449, -6.469141], [2.029754, 1.321138, -5.324765], [3.424318, 1.930415, -5.203488], [1.235071, 1.463730, -4.022783], [1.832865, 0.672417, -2.860394], [0.956120, 0.731820, -1.713534], [1.369124, 1.102077, -0.503228], [2.502187, 1.442524, -0.221197], [0.272353, 1.133242, 0.602185], [-0.954354, 1.882808, 0.191812], [-1.211160, 3.175382, 0.546394], [-2.412193, 3.678781, 0.003515], [-3.056955, 2.759436, -0.755505], [-2.211441, 1.264926, -0.826752], [0.014318, -0.196600, 1.169988], [0.611897, -0.438552, 2.471405], [2.089003, -0.862984, 2.359970], [2.791442, -0.805627, 3.729651], [3.543250, -2.134194, 3.793900], [2.628621, -3.027643, 2.962132], [2.186048, -2.205651, 1.897097], [-0.556173, -1.151005, 0.418714], [-0.921552, -0.968028, -0.734721], [-0.831796, -2.508836, 1.071378], [-1.824350, -2.380124, 2.096547], [-1.560025, -2.628624, 3.387914], [-2.577916, -2.394709, 4.107797], [-3.592235, -1.959461, 3.308533], [-4.900271, -1.561666, 3.587850], [-5.666735, -1.148981, 2.525014], [-5.170125, -1.124284, 1.211861], [-3.888008, -1.517897, 0.907866], [-3.106104, -1.937282, 1.977868], [0.280464, 1.543178, -6.585632], [1.806534, 1.870793, -7.406060], [1.144419, 3.049580, -6.273565], [2.132998, 0.253671, -5.550975], [3.944557, 1.871216, -6.156910], [3.355736, 2.977171, -4.915687], [4.019190, 1.406275, -4.460940], [0.215533, 1.106589, -4.190005], [1.176909, 2.518157, -3.744863], [2.791639, 1.088706, -2.546944], [1.977406, -0.372940, -3.156468], [0.030028, 0.327944, -1.804267], [0.734936, 1.719113, 1.404100], [-0.556788, 3.753393, 1.174907], [-2.771772, 4.676631, 0.179284], [-3.985953, 2.863774, -1.279611], [0.547064, 0.486539, 3.049189], [0.066154, -1.210423, 3.015334], [2.591771, -0.231491, 1.618253], [3.448670, 0.056346, 3.809210], [2.047264, -0.758251, 4.526147], [3.676494, -2.499809, 4.808625], [4.515953, -2.045994, 3.310042], [3.129399, -3.891671, 2.524181], [1.772675, -3.369208, 3.563353], [-1.201949, -3.168271, 0.279500], [0.078548, -2.928303, 1.501155], [-5.276291, -1.580688, 4.597620], [-6.684090, -0.829772, 2.696311], [-5.818970, -0.784102, 0.418804], [-3.500285, -1.491151, -0.097974]],
  "atomic_forces_ev_per_a": [[0.1, -0.3, 0.1], [-0.1, 0.3, 0.0], [-0.2, -0.3, 0.0], [0.3, -0.3, -0.1], [0.1, 0.2, -0.1], [-0.1, -0.2, -0.5], [-0.5, 0.0, 0.4], [0.5, 0.1, 0.1], [0.2, 0.1, -0.3], [-0.4, 0.0, 0.0], [0.2, -0.3, 0.0], [-0.2, 0.1, -0.1], [0.2, -0.3, 0.0], [-0.3, 0.8, 0.1], [0.0, 0.2, 0.0], [0.6, -0.3, 0.2], [-0.2, 0.6, 0.2], [0.0, -0.1, -0.2], [-0.2, -0.1, -0.2], [0.1, -0.2, 0.3], [0.0, 0.0, -0.3], [0.0, -0.4, 0.4], [0.0, -0.3, -0.2], [0.3, -0.1, -0.3], [-0.7, 0.1, 0.1], [0.9, -0.5, 0.1], [-0.2, -0.1, 0.7], [0.1, 0.2, -1.3], [0.1, 0.0, 0.0], [-0.2, 0.0, 0.2], [0.1, 0.0, -0.1], [0.0, 0.0, -0.2], [-0.3, 0.0, 0.9], [-0.1, 0.0, 0.0], [0.0, 0.0, -0.1], [0.0, 0.2, 0.0], [0.0, 0.0, 0.0], [0.1, 0.0, -0.1], [0.0, 0.2, 0.0], [0.1, 0.0, 0.1], [-0.1, 0.1, 0.0], [-0.1, 0.1, 0.0], [-0.1, -0.1, -0.1], [0.1, 0.1, 0.0], [0.3, 0.1, 0.1], [-0.1, -0.2, -0.2], [0.2, 0.1, 0.1], [-0.1, 0.2, 0.0], [-0.2, 0.1, -0.1], [-0.1, -0.1, 0.0], [0.1, 0.2, 0.0], [-0.1, 0.0, 0.1], [0.0, 0.1, 0.0], [0.0, 0.0, 0.1], [0.1, 0.0, 0.1], [0.0, 0.0, 0.0], [0.0, 0.0, 0.1], [0.1, 0.0, 0.0], [0.1, 0.1, 0.1], [-0.1, 0.0, 0.0], [-0.1, 0.0, 0.1], [-0.1, 0.0, 0.0], [0.0, 0.0, -0.1], [0.0, 0.0, -0.1]],
  "smiles": "CC(C)CCNC(=O)[C@@H](c1cccs1)N(C[C@H]1CCCO1)C(=O)Cn1nnc2ccccc21",
  "relative_energy_kcal_mol": 6.4,
  "homo_lumo_gap_ev": 9.25,
  "e_tot_ev": -49819.543
}

{
  "formula": "C24H31N5OS",
  "method": "ωB97M-V/def2-TZVPD",
  "species": ["C", "C", "C", "C", "C", "C", "N", "C", "O", "C", "C", "N", "C", "C", "C", "C", "C", "N", "C", "C", "S", "N", "C", "C", "C", "N", "C", "C", "C", "C", "C", "H", "H", "H", "H", "H", "H", "H", "H", "H", "H", "H", "H", "H", "H", "H", "H", "H", "H", "H", "H", "H", "H", "H", "H", "H", "H", "H", "H", "H", "H", "H"],
  "xyz": [[-3.465659, -3.641801, -1.670145], [-3.068564, -2.587372, -0.684483], [-4.058891, -1.863009, -0.008793], [-3.762367, -0.863503, 0.894246], [-4.847177, -0.104217, 1.600120], [-2.409322, -0.568778, 1.135771], [-2.035074, 0.447038, 1.977084], [-0.749128, 0.847497, 2.222386], [-0.532008, 1.862319, 2.876058], [0.293244, 0.006118, 1.645128], [1.720457, 0.337184, 2.014064], [2.539406, 0.728820, 0.880114], [3.720666, -0.067591, 0.610856], [3.381766, -1.432354, 0.085577], [3.733265, -2.592638, 0.763680], [3.361971, -3.821506, 0.241165], [2.638565, -3.840174, -0.940722], [2.298386, -2.743377, -1.598720], [2.667218, -1.576425, -1.104379], [2.257187, 1.827369, 0.129635], [3.116875, 2.163986, -1.255475], [1.267692, 2.636975, 0.539720], [0.779386, 3.737031, -0.261038], [-0.089426, 3.262348, -1.429504], [-1.312683, 2.477861, -0.958134], [-2.197663, 2.154059, -2.065075], [-1.696514, 1.048238, -2.854036], [-3.552338, 1.892357, -1.630535], [-0.041283, -1.004604, 0.812347], [-1.398216, -1.306557, 0.494721], [-1.746738, -2.309378, -0.419013], [-2.589747, -4.102932, -2.117636], [-4.057455, -4.414567, -1.181121], [-4.074508, -3.208062, -2.462188], [-5.095240, -2.092762, -0.211941], [-4.807748, 0.957202, 1.352823], [-4.752117, -0.210602, 2.680988], [-5.822428, -0.481812, 1.305801], [-2.757282, 1.020022, 2.396192], [1.708512, 1.126366, 2.777794], [2.183837, -0.550299, 2.451442], [4.314598, -0.149852, 1.528570], [4.300699, 0.479052, -0.141475], [4.294978, -2.535812, 1.686721], [3.623438, -4.740482, 0.742800], [2.313736, -4.771848, -1.385354], [2.378806, -0.705115, -1.677702], [0.790584, 2.468300, 1.412883], [1.637786, 4.284254, -0.663252], [0.210583, 4.394655, 0.398347], [0.528248, 2.645201, -2.080760], [-0.423309, 4.128317, -2.000666], [-0.986382, 1.565687, -0.427427], [-1.868544, 3.098859, -0.249157], [-2.354771, 0.895840, -3.708008], [-0.702567, 1.282562, -3.225224], [-1.646350, 0.109463, -2.276430], [-3.923211, 2.746019, -1.064475], [-4.183762, 1.763063, -2.508962], [-3.634690, 0.985184, -1.010093], [0.725814, -1.610628, 0.354288], [-0.956209, -2.851039, -0.917192]],
  "atomic_forces_ev_per_a": [[0.0, 0.0, 0.0], [0.2, 0.0, 0.0], [0.3, 0.1, 0.1], [0.0, 0.0, 0.0], [0.1, -0.1, -0.1], [0.2, -0.6, -0.5], [-0.3, 0.2, 0.2], [-0.1, -0.2, -0.1], [0.1, 0.3, 0.1], [0.0, -0.2, -0.1], [-0.1, 0.1, 0.2], [-0.1, 0.1, 0.1], [0.3, 0.0, -0.1], [0.0, -0.2, 0.1], [-0.1, 0.1, -0.2], [-0.1, 0.0, -0.1], [0.1, -0.3, 0.3], [-0.3, 0.0, -0.5], [0.2, 0.3, 0.1], [0.1, 0.1, 0.1], [0.4, 0.3, -0.8], [0.1, -0.4, 0.4], [-0.1, 0.2, -0.6], [-0.1, -0.1, 0.4], [0.2, 0.2, -0.2], [-0.1, 0.1, 0.0], [0.0, 0.1, 0.0], [0.1, 0.0, 0.0], [0.1, 0.3, 0.3], [-0.5, 0.2, 0.1], [-0.2, 0.1, 0.1], [0.0, -0.1, -0.1], [0.0, -0.1, 0.0], [0.0, 0.0, -0.1], [-0.2, 0.0, 0.0], [0.0, 0.1, 0.0], [-0.1, 0.1, 0.1], [-0.1, 0.0, 0.0], [0.2, 0.0, 0.0], [0.0, -0.2, -0.1], [0.0, 0.1, 0.0], [0.0, 0.0, -0.1], [0.0, -0.1, 0.3], [0.0, 0.0, 0.1], [0.0, -0.1, 0.0], [0.0, -0.1, 0.0], [0.0, 0.2, 0.0], [0.0, 0.0, 0.2], [-0.2, 0.0, 0.2], [0.0, 0.0, 0.0], [0.0, 0.1, 0.0], [0.0, 0.0, 0.0], [-0.1, 0.0, 0.0], [0.0, 0.0, 0.1], [0.0, -0.1, -0.1], [0.1, -0.1, -0.1], [0.0, 0.0, 0.0], [-0.1, 0.0, 0.0], [-0.1, 0.0, 0.0], [0.0, 0.0, 0.0], [0.1, -0.1, 0.0], [0.1, -0.1, -0.1]],
  "smiles": "Cc1cc(C)c2[nH]c(=O)c(CN(Cc3cccnc3)C(=S)NCCCN(C)C)cc2c1",
  "relative_energy_kcal_mol": 0.0,
  "homo_lumo_gap_ev": 7.72,
  "e_tot_ev": -45726.089
}